Entry 1:
149
Properties=species:S:1:pos:R:3:forces:R:3:lowdin_charge:R:1 method="wB97M-V/def2-TZVPD" de_lowest_kcal_mol=54.4 homo_lumo_gap_ev=6.05 spin_multiplicity=1 energy_ha=-3932.604435 charge=+1
Pb 3.17453 -1.58638 1.75075 0.6 -0.3 -0.1 1.63
S -0.50303 -1.93419 1.75359 -7.4 -7.6 5.5 0.41
S 0.06609 -0.20168 0.42292 2.0 6.9 -3.1 0.61
F 0.05813 -2.97684 2.84966 0.5 0.3 0.2 -0.19
F 1.51506 0.33800 -0.08195 -0.2 -0.7 -0.3 -0.22
O -0.37696 1.04989 1.06033 0.5 -3.5 -0.6 -0.25
O 1.76020 2.55287 -6.64575 -1.1 1.5 0.4 -0.19
O 3.00949 -2.91817 -0.46974 -1.2 0.2 0.3 -0.33
O -1.07264 -2.87550 0.81208 0.8 1.4 0.3 -0.25
O 2.79758 0.63660 2.67698 -0.3 0.0 1.3 -0.36
O -0.59153 -0.64475 -0.79022 1.0 -0.1 2.3 -0.23
O -4.93223 2.04235 0.13711 1.4 -1.1 1.1 -0.19
O 2.85573 -4.00647 2.50734 0.1 -0.1 0.1 -0.15
O -0.65126 -6.07831 -4.53796 0.6 -1.1 -1.7 -0.21
O 2.61014 5.01772 -0.23816 0.3 -0.3 -1.4 -0.17
O -1.45800 -1.16406 2.55903 2.2 -0.4 -1.9 -0.23
O -3.41709 0.86422 -3.70528 -1.0 0.5 0.6 -0.19
O -1.52169 -1.49730 8.18060 -0.5 -0.1 -0.1 -0.20
N -4.38355 -1.80461 -3.11574 0.2 0.6 -0.9 0.05
N 5.62899 6.19624 -1.99455 0.1 -0.8 -0.9 0.03
N 1.71268 2.78054 -3.69181 0.6 0.3 -1.0 0.05
N -1.88847 3.54275 1.87716 -0.2 -0.6 0.3 0.03
N -1.47531 -3.31167 -2.35077 -1.2 2.4 -0.7 0.05
N 2.46768 -1.65230 4.40461 -0.3 -0.3 -0.1 -0.01
N 4.29037 -0.35383 -0.24890 0.2 0.4 -0.8 -0.04
N -4.40542 -3.19127 6.58870 -0.9 0.5 0.7 0.03
N 0.83190 -1.35359 1.40016 0.4 3.4 -2.4 -0.37
C -0.17435 1.33217 -3.50042 -0.2 -0.1 -1.5 -0.05
C -2.88510 -1.86550 7.96939 0.0 -0.4 0.0 -0.20
C -1.45321 -5.00906 -4.12119 0.7 -0.5 0.9 -0.20
C -2.82743 -1.92201 5.41899 1.5 0.6 -1.1 -0.07
C -1.04675 -6.61418 -5.86112 -0.6 0.8 2.1 -0.05
C 3.48861 7.39596 -2.09819 -0.5 1.1 0.7 -0.05
C -2.20338 3.54594 -0.48953 -0.5 -0.8 -0.2 -0.04
C 4.70512 -1.40160 -1.20078 -0.5 -0.9 -1.0 -0.42
C 2.61298 1.51724 -6.98900 1.1 -0.1 1.3 -0.12
C 3.43685 -2.20146 -1.59246 1.8 0.7 -0.1 -0.19
C 2.48167 0.71769 4.08585 -0.8 1.1 0.6 -0.17
C -4.27475 -1.49220 -0.77097 -0.2 1.9 0.6 -0.04
C -4.54722 1.73392 -3.82704 0.3 0.0 -1.5 -0.08
C -2.95653 3.48966 0.90198 0.6 0.6 -1.8 -0.40
C 5.84260 -2.23165 -0.68014 0.4 0.0 0.8 -0.04
C -3.05428 -2.65710 6.68789 -0.3 -0.9 0.2 -0.47
C 3.61640 4.99553 -1.28791 -0.9 0.4 0.0 -0.19
C -0.84391 -5.48498 -1.60510 -0.9 -1.2 -1.3 -0.04
C 4.31761 6.34828 -1.37978 0.4 -0.2 1.2 -0.44
C 1.85073 -3.74930 -0.72839 0.4 -0.4 1.0 -0.05
C 3.35070 1.85497 2.24656 0.8 1.2 -1.3 -0.09
C 1.41398 -0.28320 6.15353 0.0 0.6 -0.2 -0.03
C 0.62540 2.23435 -5.85588 -0.1 -1.3 1.0 -0.17
C -1.31630 -0.76641 9.39171 -0.3 0.1 -1.0 -0.09
C -4.39485 -0.74880 -2.10895 -0.9 -1.4 0.4 -0.43
C 1.01002 1.73931 -4.41742 -1.2 -0.4 0.6 -0.43
C -3.34207 0.27976 -2.42316 1.3 -0.5 0.9 -0.23
C -3.92204 2.26889 1.16550 0.2 0.5 -1.6 -0.13
C -5.83084 3.06650 0.09328 -0.9 2.3 -0.2 -0.16
C 1.89392 3.78611 -0.29768 0.5 0.5 0.0 -0.12
C 1.67669 -0.43882 4.63312 0.2 0.1 0.7 -0.40
C -0.84969 -4.49528 -2.79806 1.1 -0.9 1.7 -0.44
H -3.62092 -1.26103 5.07030 -0.3 -0.3 0.3 0.09
H -1.81345 -5.96872 -1.48644 -0.4 0.2 -0.1 0.08
H 1.93753 1.64342 4.27300 -0.4 0.1 -0.4 0.14
H 0.98096 3.42418 -3.42644 -0.2 0.3 0.5 0.06
H 3.50654 1.99240 -7.39381 -0.4 -0.2 -1.0 0.10
H -3.47433 -2.23615 -3.03088 0.2 -0.8 0.4 0.03
H 6.08719 7.07618 -2.18391 0.0 0.5 0.8 0.07
H 2.85226 7.97775 -1.43135 -0.4 -0.4 0.3 0.08
H -1.88665 -1.19181 10.21745 0.2 -0.1 0.2 0.09
H -1.32372 4.18765 -0.53970 -0.3 0.6 0.7 0.06
H 2.47900 -3.92044 3.38307 -0.2 0.1 0.3 0.03
H -4.21500 -1.26205 -3.95080 -0.5 -0.2 -1.0 0.06
H -1.25622 -2.95480 -1.43167 0.0 -0.8 0.5 0.02
H -5.34511 3.97029 -0.27461 0.1 0.4 0.0 0.08
H 6.13742 -3.09372 -1.27848 -0.3 0.1 -0.2 0.10
H -1.93168 -1.30093 5.41903 0.2 0.1 0.3 0.06
H -2.45858 -3.56931 6.72153 1.2 0.4 0.1 0.13
H 4.31916 2.09501 2.68542 0.0 -0.3 0.5 0.11
H 2.95564 -4.94999 2.38070 0.1 -0.4 -0.3 0.08
H 1.89176 -2.35725 4.84216 0.0 -0.7 -0.1 0.09
H 0.72101 -0.56013 4.12315 0.0 0.2 -0.1 0.13
H -4.38288 -0.72276 -0.00653 0.4 0.1 0.4 0.06
H 5.59736 -2.58645 0.32090 -0.1 -0.3 0.1 0.05
H -0.01784 3.10549 -5.73162 0.2 0.2 -0.4 0.13
H 0.94938 -3.22333 -1.04306 0.4 0.3 -0.8 0.07
H 4.12398 8.20135 -2.46661 0.2 -0.3 -0.4 0.07
H -0.24058 -0.75686 9.56729 -0.1 -0.1 0.2 0.08
H -4.43957 -3.85649 5.82947 -0.1 -0.1 0.0 0.08
H 0.93729 -1.14365 6.62310 -0.4 -0.1 -0.5 0.08
H 5.41688 5.96946 -2.95563 0.1 -0.8 -0.5 0.07
H -2.45543 -5.39109 -3.92702 -0.4 0.4 -0.1 0.13
H 0.05191 1.44842 -6.34733 -0.2 -0.1 -0.2 0.12
H -1.43165 -4.24222 -4.89553 -0.3 0.4 0.1 0.13
H 1.29549 3.73253 0.61177 0.0 -0.3 -0.2 0.09
H -0.93535 -5.86642 -6.64631 0.5 0.0 -0.1 0.08
H -6.26367 3.33292 1.05754 0.0 -0.2 0.4 0.09
H -4.61483 -3.68010 7.44736 -0.3 -0.3 0.0 0.07
H -3.45755 4.44984 1.02502 -0.6 -0.2 -0.2 0.13
H 1.30030 3.63951 -1.20003 -0.4 0.5 0.0 0.06
H 2.84221 7.01459 -2.88867 0.2 -0.1 -0.1 0.08
H -5.38133 -0.28623 -2.14072 -0.1 0.1 0.1 0.13
H -1.40231 2.67612 1.69629 0.5 -0.1 0.6 0.02
H -0.21295 -6.32951 -1.88215 0.4 0.1 0.4 0.08
H -0.59709 0.42071 -3.92308 -0.3 -0.1 0.4 0.08
H 3.35798 0.90209 4.70729 0.7 -0.5 -0.2 0.14
H 2.70137 2.72287 2.36157 -0.3 -0.3 0.4 0.11
H -4.73643 2.39260 -2.97943 0.2 -0.2 0.2 0.09
H 3.06450 1.12233 -6.07890 -0.2 -0.7 0.3 0.07
H -5.45281 1.21466 -4.14067 -0.2 -0.4 0.6 0.09
H 1.64855 0.87024 -4.57584 0.2 -0.1 0.3 0.11
H -6.68793 2.95472 -0.57080 0.2 -0.9 -0.2 0.09
H 2.08857 3.25002 -4.50322 1.2 0.9 0.2 0.06
H -2.81136 3.79130 -1.36031 -0.4 0.1 0.2 0.07
H 4.97159 -0.96186 -2.16188 0.4 0.3 0.0 0.15
H 2.22437 -4.56588 -1.34620 -0.7 0.0 -0.3 0.12
H -5.14338 -2.11658 -0.56190 0.3 -0.4 -0.6 0.09
H 0.20502 -4.24325 -2.90835 0.5 -0.5 -0.9 0.11
H 1.51922 -4.13096 0.23729 0.4 -0.3 0.1 0.08
H -3.61318 -1.05554 7.92535 0.3 0.7 0.1 0.13
H -2.39420 -0.25837 -2.41624 0.2 -0.1 -0.1 0.09
H 2.31507 -0.16000 6.75433 0.5 0.2 -0.3 0.09
H -2.12140 -6.78035 -5.78607 -0.1 -0.4 -0.2 0.08
H -4.35996 2.41728 2.15256 -0.4 0.1 0.1 0.12
H -4.33171 2.32484 -4.71725 0.2 0.4 0.2 0.09
H -3.37206 1.32923 1.21733 0.3 0.1 -0.2 0.11
H 3.18017 4.85482 -2.27685 -0.6 -0.4 -0.1 0.10
H -1.65559 0.25584 9.22438 0.0 0.2 0.2 0.09
H 2.73318 -1.47244 -1.99430 -0.6 -0.2 0.2 0.13
H -3.22767 1.01558 -1.62718 -0.4 0.4 0.0 0.10
H -1.08948 -2.57227 -2.92045 -0.4 0.5 -0.4 0.08
H 3.25388 -1.56265 5.03227 0.6 -0.2 0.1 0.10
H 2.62766 2.98756 -0.40746 0.1 -0.5 0.5 0.05
H 4.22131 4.10817 -1.10143 0.7 0.3 0.0 0.11
H 3.95201 0.33322 -0.90737 -1.0 0.6 0.3 0.09
H 2.13514 0.70910 -7.54279 0.2 0.1 -0.4 0.10
H 0.05130 1.23223 -2.43873 0.6 -0.3 -0.2 0.05
H -2.35790 3.44687 2.76629 0.4 0.0 0.6 0.07
H -2.59750 -2.66624 4.65652 -0.4 0.1 -0.4 0.07
H 4.50793 6.57462 -0.33066 -0.1 0.7 0.1 0.14
H 5.06958 0.15853 0.13897 0.7 -0.3 0.2 0.09
H -3.20825 -2.48562 8.80553 0.0 -0.2 0.3 0.12
H -0.66233 -5.06382 -0.61629 0.5 0.3 -0.3 0.05
H 6.73246 -1.62128 -0.52626 0.1 0.1 -0.2 0.09
H 3.74105 -2.86371 -2.40300 -0.2 -0.3 -0.1 0.14
H 3.54359 1.82474 1.17419 -0.2 -0.4 0.0 0.06
H -3.31986 -1.99802 -0.62807 -0.2 -0.2 -0.2 0.05
H -1.74450 2.60007 -0.77738 -0.3 -0.6 0.4 0.04
H -0.96975 2.07742 -3.50597 -0.1 0.2 -0.4 0.08
H 0.80679 0.60255 6.34029 -0.2 -0.1 0.1 0.09
H -0.52160 -7.55605 -6.01991 0.1 0.4 -0.1 0.09

=====

Entry 2:
138
Properties=species:S:1:pos:R:3:forces:R:3:lowdin_charge:R:1 method="wB97M-V/def2-TZVPD" de_lowest_kcal_mol=4.8 homo_lumo_gap_ev=9.63 spin_multiplicity=1 energy_ha=-2353.978065
O -27.06747 -4.67270 7.45713 0.3 -0.3 -0.6 -0.08
O -17.01346 -1.02928 8.76855 0.5 -0.8 -0.7 -0.18
O -19.74542 -3.88577 3.11480 0.5 0.4 0.5 -0.22
O -21.39731 -2.48503 7.11806 -0.4 0.4 -0.1 -0.22
O -19.56275 1.01378 3.95587 -0.1 -1.1 -0.5 -0.17
O -23.36339 -5.19623 12.69478 0.9 0.9 -0.9 -0.10
O -22.32575 0.06004 13.14750 -0.3 -0.5 0.2 -0.23
O -22.00418 3.87915 10.57685 -0.5 0.1 -0.4 -0.20
O -24.24413 -2.55810 3.02386 0.2 0.4 -0.3 -0.07
O -17.86357 -6.11492 8.94321 0.2 0.1 0.2 -0.09
N -24.76271 -0.44555 11.89911 -0.3 0.2 1.0 0.04
N -15.04627 -2.93357 9.85144 -0.2 0.8 0.4 0.04
N -25.52638 2.94281 9.70500 1.2 0.3 0.2 0.04
N -22.39731 1.77088 3.96549 -0.5 0.0 0.3 0.05
N -17.35941 -3.86995 4.88296 -0.2 0.1 0.6 0.05
N -23.56004 -2.81154 10.11301 -0.2 0.0 -0.3 0.08
C -22.20399 -3.14643 8.09136 0.8 -0.7 -0.4 -0.19
C -26.27509 -3.99177 8.40995 -0.2 -0.2 0.7 -0.34
C -18.51866 -4.50275 2.77805 0.1 -0.8 0.6 -0.20
C -23.74462 -7.27620 11.63826 -0.4 -1.4 -0.3 -0.10
C -22.75371 -2.14955 9.08583 -0.1 0.3 -0.1 -0.43
C -22.99239 -1.18116 13.44589 -0.5 0.9 0.8 -0.18
C -20.51596 -3.60293 1.97524 0.1 0.1 -0.3 -0.10
C -24.50697 -0.90415 13.32182 -0.3 -0.3 -1.4 -0.37
C -18.71910 0.11361 3.20554 0.1 0.9 0.5 -0.08
C -24.17198 -4.31050 4.58116 0.8 -0.3 -0.3 -0.08
C -23.78103 -5.82562 11.45453 -0.6 1.5 0.8 -0.33
C -20.58218 0.28958 4.62548 -0.2 -0.2 0.6 -0.23
C -13.32086 -1.64282 8.72202 -0.2 -0.6 -0.4 -0.08
C -23.94867 -2.80718 4.38497 -1.4 -1.8 0.2 -0.32
C -27.09002 -3.83052 9.67912 0.0 0.1 -0.1 -0.09
C -20.78517 -3.39696 6.22418 -0.5 0.0 0.1 -0.11
C -22.70315 0.34627 5.88705 0.5 0.0 0.5 -0.05
C -14.72463 -1.59275 9.32943 0.4 -0.6 -0.5 -0.42
C -18.18355 -5.73036 10.28406 0.4 0.1 -0.3 -0.31
C -19.60965 -5.25727 10.34150 -0.2 -0.3 -0.5 -0.09
C -18.50278 -5.98791 4.90835 -0.9 -0.4 0.2 -0.06
C -21.64261 -1.34962 9.71694 0.7 -0.7 0.3 -0.06
C -24.13288 2.67360 10.20343 -0.5 0.3 0.1 -0.42
C -15.70142 -1.14568 8.22532 0.6 0.2 0.8 -0.22
C -23.38131 4.01434 10.15982 0.9 -0.7 0.1 -0.18
C -20.92503 0.00578 13.31608 0.2 0.1 0.1 -0.11
C -21.69609 1.17355 5.09761 -0.4 0.7 0.4 -0.45
C -21.81372 3.69456 11.95470 -1.0 0.0 0.4 -0.12
C -25.35512 -2.16412 13.56867 0.5 -0.6 0.3 -0.07
C -23.41087 1.62089 9.33957 0.0 0.8 -0.2 -0.05
C -18.03286 -1.01958 7.77442 0.1 0.9 1.0 -0.08
C -17.77350 -5.00041 4.05899 0.6 0.9 -1.6 -0.43
H -22.71592 -7.53597 11.86829 0.1 -0.3 0.2 0.08
H -21.54746 -3.89240 8.60212 -0.5 0.2 0.0 0.11
H -25.15269 -4.67600 4.29731 -0.3 0.4 0.0 0.07
H -18.86770 -6.88592 4.37337 0.5 0.4 0.1 0.09
H -20.48750 -4.46818 1.28738 -0.4 0.2 0.2 0.09
H -20.54088 1.01419 13.12372 -0.1 -0.3 -0.1 0.08
H -24.75739 -5.36108 11.29167 -0.2 -0.6 -0.6 0.10
H -28.02428 -3.31417 9.44577 0.0 0.2 0.1 0.07
H -19.76514 -4.52855 9.53138 0.0 -0.2 0.4 0.06
H -24.69603 -2.29265 4.99657 0.5 0.3 0.3 0.12
H -16.84641 -5.50748 3.73106 -0.3 0.3 -0.2 0.14
H -20.60727 -0.26647 14.33742 -0.4 0.0 -0.1 0.09
H -25.96020 2.10693 9.36387 -0.2 -0.4 0.0 0.05
H -23.28697 4.28270 9.11237 -0.3 0.4 -0.1 0.12
H -19.30513 -0.54077 2.54196 0.1 0.2 0.2 0.08
H -18.19304 -3.39581 5.22266 0.1 -0.1 0.0 0.04
H -12.52620 -1.87425 9.42035 0.0 0.3 0.5 0.07
H -21.52652 -4.12850 5.83373 0.4 0.3 0.1 0.09
H -23.92189 4.78902 10.74487 0.4 -0.3 -0.3 0.13
H -17.85144 -3.84998 2.16920 -0.4 -0.2 0.3 0.13
H -26.11190 3.35911 10.42503 0.2 -0.2 -0.2 0.07
H -18.08635 -0.50024 3.87645 -0.4 0.1 -0.2 0.08
H -20.02606 -3.92922 6.80039 0.3 -0.2 -0.3 0.08
H -24.59970 -1.67054 3.00268 0.0 0.3 -0.4 0.08
H -20.10511 -2.75230 1.39969 -0.2 -0.1 0.3 0.09
H -25.67957 0.00962 11.87177 0.1 -0.4 0.0 0.08
H -18.05444 0.77420 2.63467 -0.2 -0.4 0.0 0.09
H -18.01441 -1.86282 7.10283 0.2 -0.6 -0.1 0.07
H -25.23084 -2.51313 14.58815 -0.1 0.3 0.5 0.07
H -17.79243 -6.23718 5.69856 -0.4 -0.3 0.2 0.08
H -25.39444 -4.60539 8.61315 -0.1 0.0 -0.2 0.10
H -22.68435 -1.97999 12.74987 0.0 0.2 0.3 0.12
H -17.49003 -4.92153 10.53818 0.0 -0.2 0.0 0.10
H -23.18458 2.28979 4.34392 -0.2 -0.1 -0.1 0.07
H -17.92493 -0.10497 7.19737 -0.2 0.2 -0.3 0.09
H -13.25521 -2.48664 8.01906 -0.2 0.3 -0.2 0.08
H -20.48241 -0.71401 12.61975 0.1 0.1 0.0 0.08
H -21.82786 2.48220 3.55880 0.6 0.3 -0.5 0.06
H -20.96037 -2.07586 10.17971 0.0 0.1 0.2 0.09
H -22.91981 -2.57807 4.62657 0.2 0.4 0.2 0.08
H -18.01012 -6.57513 10.96271 0.0 0.2 0.0 0.11
H -15.58594 -1.84085 7.38307 -0.6 -0.3 0.1 0.13
H -21.02445 -0.81949 9.01652 0.0 0.5 -0.4 0.05
H -24.03455 -7.81959 10.73306 0.0 0.1 0.1 0.09
H -27.92350 -4.24512 7.39924 -0.1 0.1 0.0 0.07
H -24.80083 -0.12030 14.03596 0.2 -0.1 -0.1 0.13
H -23.46521 -4.83135 3.92430 0.0 0.0 0.1 0.07
H -20.18998 -0.19534 5.53366 0.2 -0.2 -0.3 0.12
H -14.85953 -3.63187 9.15435 0.4 -0.2 -0.5 0.06
H -23.14836 -5.55004 10.59832 0.1 0.3 0.6 0.10
H -22.35630 1.47480 9.61174 -0.4 0.2 0.2 0.08
H -14.71303 -0.86171 10.14824 -0.3 -0.2 -0.1 0.14
H -20.78112 3.89827 12.21681 0.1 0.1 -0.1 0.09
H -22.94545 -3.29858 10.76160 0.0 0.0 0.0 0.05
H -20.24696 -6.13965 10.17694 -0.2 0.4 0.0 0.08
H -22.08297 2.69024 12.31283 0.1 -0.1 -0.2 0.07
H -22.49139 4.37901 12.48379 0.3 0.1 0.3 0.09
H -26.43241 -2.07125 13.39628 0.2 0.4 -0.1 0.08
H -21.52606 -3.37668 2.33237 0.1 -0.1 -0.4 0.08
H -16.84813 -3.17582 4.35605 0.1 0.0 -0.2 0.07
H -23.57431 0.91377 6.23357 0.2 0.1 -0.2 0.08
H -24.03999 -2.08342 10.65224 0.1 -0.2 -0.1 0.04
H -23.90573 0.65346 9.37548 -0.1 -0.1 -0.1 0.06
H -20.36664 -2.84803 5.36008 -0.1 -0.2 0.6 0.08
H -21.26096 1.93826 5.75295 0.0 0.1 0.1 0.14
H -18.97218 -0.98713 8.33136 0.0 -0.1 -0.3 0.07
H -23.03148 -0.47378 5.27145 -0.3 -0.3 -0.3 0.05
H -25.91441 -3.02485 8.05209 0.0 0.1 -0.1 0.10
H -19.40258 -5.53021 5.33379 0.2 0.0 0.1 0.06
H -27.36684 -4.79966 10.08099 0.0 -0.2 0.0 0.07
H -22.99764 -3.68702 7.55743 -0.1 0.0 0.3 0.11
H -18.56248 -6.70157 8.64214 0.0 -0.1 -0.1 0.07
H -18.82561 -5.36522 2.19352 0.5 -0.4 -0.5 0.11
H -23.38859 1.99793 8.29901 -0.2 -0.3 0.4 0.08
H -21.09060 -0.45305 3.99812 0.5 -0.2 -0.3 0.13
H -22.23374 -0.10261 6.76759 0.0 0.1 -0.1 0.06
H -24.12933 0.31841 11.69080 0.3 0.0 0.1 0.03
H -25.01158 -3.05330 13.02929 0.1 0.4 -0.5 0.06
H -23.38479 -1.47281 8.50411 -0.3 0.0 0.1 0.13
H -19.86831 -4.82299 11.29412 -0.1 0.2 0.4 0.07
H -23.56078 -5.74529 13.44858 -0.2 -0.5 0.1 0.07
H -16.04903 -2.96637 9.93843 -0.5 0.0 0.4 0.04
H -13.10141 -0.72648 8.18183 0.2 0.1 0.0 0.07
H -22.77416 -1.43525 14.51609 0.0 -0.2 -0.8 0.14
H -24.18016 2.37419 11.26047 0.1 -0.3 -0.1 0.11
H -15.32521 -0.19222 7.85373 -0.3 0.5 -0.1 0.12
H -22.02249 -0.69231 10.48802 0.0 0.2 0.1 0.05
H -24.41391 -7.60731 12.43660 0.1 0.0 0.1 0.08
H -23.98253 -4.66739 5.59108 0.1 0.2 0.2 0.05
H -26.54604 -3.27978 10.43275 0.1 0.2 0.3 0.05